1.
Below is C25H48N5O6SW as an isolated structure, with properties calculated with ωB97M-V/def2-TZVPD.

LUMO, eV: -9.8
Energy above the lowest of the compared OMol25 structures with the same formula, charge and spin, kcal/mol: 0.0
Net charge: +3

CARTESIAN COORDINATES (ANGSTROEM)
W  -0.855  1.438  0.037
C  4.880  0.395  -2.380
C  3.908  -0.234  -1.386
C  3.468  -1.623  -1.861
C  2.775  -2.539  -0.837
C  2.491  -3.894  -1.470
C  3.577  -2.678  0.451
N  1.423  -1.877  -0.503
C  0.533  -2.597  0.460
C  -0.588  -1.794  1.121
N  -1.524  -1.009  0.253
C  -2.738  -0.732  1.060
C  -3.415  0.574  0.697
O  -4.370  1.015  1.238
O  -2.728  1.298  -0.261
C  -1.892  -1.792  -0.987
C  -2.767  -3.012  -0.701
C  -2.508  -0.923  -2.075
C  -1.516  -0.202  -2.995
C  -2.288  0.742  -3.914
C  -0.827  -1.263  -3.863
N  -0.511  0.719  -2.197
C  0.887  0.641  -2.782
C  2.077  1.339  -2.119
N  2.739  0.622  -1.014
C  3.004  1.487  0.120
C  1.856  1.502  1.105
O  1.775  2.027  2.156
O  0.766  0.705  0.635
H  5.817  -0.161  -2.372
H  5.111  1.427  -2.114
H  4.509  0.374  -3.406
H  4.455  -0.379  -0.454
H  4.368  -2.158  -2.173
H  2.860  -1.552  -2.769
H  3.432  -4.345  -1.782
H  1.866  -3.800  -2.363
H  2.021  -4.589  -0.775
H  4.615  -2.895  0.198
H  3.227  -3.504  1.067
H  3.568  -1.766  1.052
H  0.930  -1.784  -1.392
H  1.627  -0.900  -0.228
H  1.159  -2.964  1.270
H  0.140  -3.469  -0.060
H  -0.172  -1.107  1.857
H  -1.156  -2.545  1.678
H  -2.458  -0.630  2.109
H  -3.470  -1.538  1.011
H  -0.949  -2.170  -1.376
H  -3.819  -2.750  -0.584
H  -2.450  -3.575  0.178
H  -2.708  -3.687  -1.555
H  -3.247  -0.236  -1.674
H  -3.075  -1.587  -2.729
H  -2.990  0.183  -4.532
H  -1.615  1.276  -4.591
H  -2.865  1.468  -3.337
H  -1.614  -1.852  -4.333
H  -0.200  -1.972  -3.315
H  -0.235  -0.836  -4.668
H  -0.831  1.630  -2.519
H  0.815  1.039  -3.796
H  1.143  -0.404  -2.893
H  1.812  2.346  -1.797
H  2.789  1.490  -2.934
H  3.212  2.532  -0.139
H  3.874  1.153  0.688
O  -1.047  4.019  2.238
C  -1.533  2.970  2.548
O  -1.347  1.817  1.881
C  -2.484  2.823  3.720
N  -2.602  4.178  4.385
C  -2.066  4.040  5.798
C  -2.368  2.591  6.125
C  -2.008  1.864  4.827
H  -3.463  2.542  3.329
H  -3.577  4.478  4.409
H  -2.078  4.868  3.833
H  -2.543  4.780  6.435
H  -0.996  4.236  5.751
H  -3.426  2.464  6.365
H  -1.790  2.241  6.977
H  -2.495  0.896  4.737
H  -0.928  1.717  4.760
S  -0.374  3.377  -0.554

Want to see where the charge sits? The Mulliken charges in e are:
1. W 3.498
2. C -1.994
3. C -0.200
4. C -1.248
5. C 1.765
6. C -1.726
7. C -1.954
8. N 2.510
9. C -0.759
10. C -1.941
11. N 1.403
12. C -0.572
13. C 0.157
14. O -0.541
15. O -0.841
16. C 0.532
17. C -1.983
18. C -2.138
19. C 1.227
20. C -1.839
21. C -1.721
22. N -0.639
23. C -0.629
24. C -1.982
25. N 0.920
26. C -0.880
27. C -0.019
28. O -0.477
29. O -0.419
30. H 0.486
31. H 0.381
32. H 0.439
33. H 0.618
34. H 0.649
35. H 0.139
36. H 0.494
37. H 0.314
38. H 0.423
39. H 0.405
40. H 0.585
41. H 0.362
42. H -1.325
43. H -0.849
44. H 0.539
45. H 0.341
46. H 0.638
47. H 0.791
48. H 0.486
49. H 0.609
50. H 0.152
51. H 0.580
52. H 0.326
53. H 0.456
54. H 0.268
55. H 0.711
56. H 0.441
57. H 0.368
58. H 0.517
59. H 0.466
60. H 0.205
61. H 0.517
62. H 0.817
63. H 0.769
64. H 0.010
65. H 0.349
66. H 0.637
67. H 0.542
68. H 0.505
69. O -0.630
70. C 0.130
71. O -0.314
72. C -0.149
73. N -0.036
74. C -0.598
75. C -0.784
76. C -0.604
77. H 0.445
78. H 0.416
79. H 0.354
80. H 0.400
81. H 0.302
82. H 0.325
83. H 0.411
84. H 0.359
85. H 0.393
86. S -0.094



2.
Below is C32H38AsF5N7O8S2Zr as an isolated structure, with properties calculated with ωB97M-V/def2-TZVPD.

LUMO (spin up / spin down), eV: 4.1 / 4.1
Energy above the lowest of the compared OMol25 structures with the same formula, charge and spin, kcal/mol: 17.4
Spin multiplicity: 2
Net charge: -2

CARTESIAN COORDINATES (ANGSTROEM)
Zr  -1.071  -1.442  0.349
N  0.830  -2.096  1.675
C  0.483  -2.605  3.006
C  -0.583  -1.669  3.562
O  -0.551  -1.369  4.760
N  -1.392  -1.170  2.614
C  -1.831  0.186  2.889
C  -0.939  1.104  2.032
O  -0.774  2.281  2.309
O  -0.321  0.495  1.049
H  1.292  -1.194  1.771
H  1.411  -2.707  1.116
H  0.093  -3.616  2.915
H  1.326  -2.618  3.699
H  -2.882  0.348  2.648
H  -1.669  0.479  3.925
N  -1.015  -0.158  -1.695
C  -2.164  -0.428  -2.564
C  -3.018  -1.593  -2.064
O  -3.976  -1.965  -2.717
O  -2.601  -2.160  -0.970
H  -1.041  0.827  -1.412
H  -0.127  -0.360  -2.136
H  -1.855  -0.670  -3.582
H  -2.795  0.458  -2.626
N  0.574  7.093  2.692
C  -0.087  6.302  1.728
C  0.359  6.270  0.411
C  -0.295  5.489  -0.530
C  -1.402  4.744  -0.165
C  -1.859  4.782  1.144
C  -1.212  5.561  2.082
S  -2.244  3.740  -1.362
O  -1.432  3.808  -2.556
O  -3.598  4.260  -1.436
N  -2.190  2.261  -0.806
C  -3.210  1.636  -0.196
S  -4.795  2.317  0.154
C  -5.312  0.789  0.772
C  -4.322  -0.114  0.652
N  -3.129  0.352  0.142
H  1.556  7.206  2.487
H  0.466  6.723  3.625
H  1.234  6.845  0.124
H  0.059  5.438  -1.551
H  -2.701  4.172  1.444
H  -1.551  5.551  3.112
H  -6.312  0.621  1.135
H  -4.396  -1.159  0.907
F  0.622  -4.819  0.590
C  -0.692  -4.914  0.936
C  -1.496  -3.798  0.992
C  -2.770  -4.052  1.460
F  -3.644  -3.031  1.613
C  -3.245  -5.301  1.815
F  -4.501  -5.487  2.263
C  -2.399  -6.389  1.710
F  -2.825  -7.622  2.043
C  -1.106  -6.194  1.271
F  -0.270  -7.249  1.195
C  4.408  -0.425  -2.418
C  3.721  0.903  -2.123
As  2.518  0.707  -0.567
C  1.872  2.554  -0.331
C  2.708  3.675  -0.931
C  3.868  0.592  0.883
C  5.139  1.422  0.769
H  5.073  -0.360  -3.283
H  3.679  -1.214  -2.615
H  5.012  -0.757  -1.568
H  3.088  1.207  -2.961
H  4.445  1.706  -1.970
H  1.714  2.681  0.743
H  0.863  2.554  -0.748
H  3.739  3.672  -0.570
H  2.277  4.649  -0.684
H  2.747  3.607  -2.020
H  4.110  -0.470  0.986
H  3.315  0.861  1.788
H  5.701  1.180  -0.136
H  5.806  1.253  1.620
H  4.915  2.490  0.738
O  0.401  -2.336  -0.858
N  0.646  -3.298  -1.780
C  1.978  -3.618  -1.976
C  2.379  -4.269  -3.101
C  1.457  -4.612  -4.115
C  0.113  -4.228  -3.904
C  -0.276  -3.570  -2.777
H  2.634  -3.328  -1.169
H  3.430  -4.519  -3.185
H  1.767  -5.131  -5.010
H  -0.658  -4.461  -4.628
H  -1.294  -3.308  -2.546

Want to see where the charge sits? The Mulliken charges in e are:
1. Zr -0.387
2. N -0.247
3. C -0.475
4. C 0.516
5. O -0.807
6. N 0.229
7. C -1.740
8. C 0.670
9. O -0.703
10. O 0.216
11. H 0.141
12. H 0.225
13. H 0.181
14. H 0.437
15. H 0.092
16. H 0.615
17. N 0.073
18. C -0.723
19. C 0.615
20. O -0.798
21. O -0.587
22. H -0.333
23. H 0.476
24. H 0.630
25. H 0.095
26. N -0.683
27. C 0.887
28. C -0.600
29. C -0.119
30. C -0.221
31. C -0.367
32. C -0.621
33. S 0.960
34. O -0.761
35. O -0.771
36. N -0.136
37. C -0.158
38. S -0.193
39. C -0.383
40. C -1.296
41. N 1.230
42. H 0.222
43. H 0.230
44. H 0.369
45. H 0.498
46. H 0.170
47. H 0.277
48. H 0.471
49. H 0.314
50. F -0.498
51. C -0.041
52. C 1.270
53. C 0.093
54. F -0.274
55. C -0.209
56. F -0.337
57. C 0.783
58. F -0.358
59. C 0.078
60. F -0.341
61. C -1.170
62. C -0.785
63. As 0.427
64. C 0.224
65. C -1.058
66. C -0.756
67. C -1.196
68. H 0.392
69. H 0.177
70. H 0.259
71. H 0.495
72. H 0.502
73. H 0.357
74. H -0.302
75. H 0.272
76. H 0.042
77. H 0.225
78. H 0.458
79. H 0.503
80. H 0.238
81. H 0.415
82. H 0.190
83. O 1.739
84. N -0.441
85. C -0.587
86. C -0.846
87. C -0.415
88. C -1.055
89. C -0.753
90. H 0.629
91. H 0.389
92. H 0.360
93. H 0.427
94. H 0.748



3.
Below is a 4-piece molecular cluster, C3H17N2O3 overall at a distorted geometry, with properties calculated with ωB97M-V/def2-TZVPD.

LUMO, eV: -2.9
Energy above the lowest of the compared OMol25 structures with the same formula, charge and spin, kcal/mol: 63.8
Net charge: +1

CARTESIAN COORDINATES (ANGSTROEM)
N  -0.267  1.433  0.769
C  -0.018  0.017  1.254
C  0.084  -0.888  0.059
N  1.233  -0.593  -0.803
C  2.279  -1.662  -0.937
H  -0.979  1.261  0.003
H  -0.731  2.129  1.357
H  0.521  1.751  0.199
H  0.849  -0.119  1.913
H  -0.819  -0.002  2.002
H  0.136  -1.927  0.467
H  -0.800  -1.075  -0.554
H  0.788  -0.749  -1.694
H  2.133  -2.252  -1.842
H  2.255  -2.166  0.056
H  3.306  -1.312  -0.860
H  3.165  1.668  1.618
H  2.921  1.046  0.181
O  2.515  1.270  1.036
H  -2.527  0.559  -2.971
H  -3.499  0.711  -1.973
O  -2.716  1.209  -2.263
H  -3.376  -0.707  0.465
H  -3.538  0.523  1.438
O  -2.915  -0.126  1.079

Want to see where the charge sits? The Mulliken charges in e are:
1. N -0.247
2. C -0.639
3. C -0.672
4. N -0.376
5. C -0.843
6. H 0.246
7. H 0.372
8. H 0.360
9. H 0.312
10. H 0.434
11. H 0.420
12. H 0.424
13. H 0.272
14. H 0.320
15. H 0.323
16. H 0.286
17. H 0.278
18. H 0.308
19. O -0.591
20. H 0.325
21. H 0.309
22. O -0.637
23. H 0.277
24. H 0.306
25. O -0.568



4.
Below is a 2-piece molecular cluster, C8H20N2S2 overall at a distorted geometry, with properties calculated with ωB97M-V/def2-TZVPD.

LUMO, eV: -8.9
Energy above the lowest of the compared OMol25 structures with the same formula, charge and spin, kcal/mol: 65.7
Net charge: +2

CARTESIAN COORDINATES (ANGSTROEM)
C  -1.560  -0.050  0.047
C  -0.570  -0.732  -0.442
C  3.718  -0.605  -0.146
C  2.897  1.073  -1.947
C  -3.549  -1.026  1.323
C  -3.928  0.677  -0.450
C  1.646  0.217  1.571
C  2.440  0.063  -0.826
N  -3.097  -0.416  0.018
N  1.452  0.538  0.128
S  -1.245  1.512  0.745
S  0.399  -1.870  -1.122
H  4.540  -0.545  -0.759
H  3.983  0.127  0.689
H  3.477  -1.622  0.208
H  3.314  0.489  -2.720
H  3.697  1.704  -1.519
H  2.061  1.761  -2.154
H  -3.862  -2.103  1.158
H  -2.659  -0.893  1.932
H  -4.346  -0.329  1.679
H  -3.482  1.114  -1.393
H  -5.006  0.494  -0.760
H  -3.894  1.486  0.250
H  1.928  -0.751  1.732
H  2.354  0.798  2.129
H  0.614  0.284  1.915
H  2.115  -0.910  -1.520
H  -3.102  -1.055  -0.719
H  1.376  1.601  -0.070
H  -2.463  1.669  1.120
H  0.753  -2.702  -0.100

Want to see where the charge sits? The Mulliken charges in e are:
1. C 0.750
2. C -0.382
3. C -1.377
4. C -1.518
5. C -0.581
6. C -1.063
7. C -1.014
8. C 0.665
9. N 0.120
10. N -0.151
11. S 0.005
12. S -0.188
13. H 0.501
14. H 0.358
15. H 0.289
16. H 0.460
17. H 0.370
18. H 0.417
19. H 0.339
20. H 0.311
21. H 0.313
22. H 0.346
23. H 0.372
24. H 0.504
25. H 0.498
26. H 0.405
27. H 0.299
28. H -0.117
29. H 0.376
30. H 0.316
31. H 0.111
32. H 0.267



- The lowest energy above the lowest of the compared OMol25 structures with the same formula, charge and spin belongs to which entry?
  C25H48N5O6SW